[1]
DFT (ωB97M-V with the def2-TZVPD basis set) results for one molecule with the formula C3H8NOP in a non-equilibrium geometry.

ORCA input file:
```
! RIJCOSX wB97M-V def2-TZVPD def2/J DEFGRID3
* xyz 0 1
C 1.61309 -1.04596 -0.55039
C 0.66190 1.26227 0.44570
C 0.28988 -0.12590 0.06937
N -0.83393 -0.35183 -0.78524
O 2.72395 -0.82542 -0.23345
P -2.45492 -0.67513 -0.19996
H 1.03390 -1.85396 -1.17755
H 0.73439 2.02739 -0.32665
H 0.14657 1.57891 1.25370
H 1.67520 1.07684 0.94157
H 0.02310 -0.63961 1.03775
H -0.71764 -0.12250 -1.73907
H -1.96859 -0.98342 1.04849
H -2.92690 0.67833 0.21574
*
```

HOMO energy in eV: -8.8799
HOMO-LUMO gap in Ha: 0.355
ΔE to the lowest compared entry with this formula, charge and spin in eV: 1.960
Total energy in eV: -16065.0939

=====

[2]
DFT (ωB97M-V with the def2-TZVPD basis set) results for one molecule with the formula C7H12N2O5S in a non-equilibrium geometry.

ORCA input file:
```
! RIJCOSX wB97M-V def2-TZVPD def2/J DEFGRID3
* xyz 0 1
C 0.55207 1.35172 -2.05528
C 1.21649 0.38348 -0.93122
C -0.93319 1.36443 -2.21236
C -1.59443 1.77332 -0.93697
C 0.94664 -1.33970 0.66749
C 0.00467 -2.52503 0.77894
C 1.20278 -0.61295 1.99155
H 1.22321 0.33252 -3.68998
H 2.21202 1.57043 -3.12909
H 0.78611 2.38064 -1.69425
H -1.29246 0.38566 -2.60364
H -1.19919 2.12810 -2.93958
H -2.48294 1.14978 0.60288
H -0.63062 -0.68560 -0.58147
H 1.88817 -1.72383 0.30147
H 1.54691 -1.39292 2.68698
H 1.96353 0.12521 1.86052
H -0.68779 -0.90087 3.41639
H -1.28336 -1.17829 1.29556
N 1.24997 1.27872 -3.32384
N 0.36798 -0.53545 -0.36959
O 2.37904 0.53941 -0.60968
O -1.35314 2.85184 -0.44994
O -2.32249 0.80367 -0.30053
O 0.33893 -3.65818 0.66422
O -1.27590 -2.11765 0.99766
S -0.24193 0.18012 2.75635
*
```

HOMO energy in eV: -9.6544
HOMO-LUMO gap in Ha: 0.364
ΔE to the lowest compared entry with this formula, charge and spin in eV: 0.637
Total energy in eV: -31507.4887

=====

[3]
DFT (ωB97M-V with the def2-TZVPD basis set) results for one molecule with the formula C34H35NO3 in a non-equilibrium geometry.

ORCA input file:
```
! RIJCOSX wB97M-V def2-TZVPD def2/J DEFGRID3
* xyz 0 1
C 4.72966 -1.33221 2.68656
O 4.59884 0.09669 2.85866
C 3.35817 0.65686 2.79717
C 3.22718 1.96642 3.31710
C 1.96496 2.49889 3.53344
C 0.80691 1.86939 3.06014
C -0.55738 2.54687 2.87068
C -1.75974 1.65852 3.11730
C -2.96048 2.03222 2.49372
C -4.01804 1.13704 2.44049
C -3.89274 -0.12952 3.02641
C -4.96334 -1.15487 2.82595
C -2.77502 -0.41426 3.81458
C -1.71415 0.48568 3.87923
C 0.96429 0.61131 2.44798
C 2.20148 -0.01711 2.32823
H 5.75771 -1.52178 2.99486
H 4.02850 -1.89791 3.32176
H 4.59344 -1.61069 1.63135
H 4.12701 2.51932 3.59107
H 1.91212 3.45321 4.04429
H -0.59672 2.71383 1.79094
H -3.03553 3.00753 1.99777
H -4.93616 1.39907 1.90645
H -4.52160 -2.15032 2.71758
H -5.64818 -1.18906 3.68027
H -5.54507 -0.91558 1.93021
H -2.71145 -1.36547 4.34618
H -0.83324 0.28045 4.48507
H 0.08947 0.09887 2.03443
H 2.27320 -1.01513 1.88539
C -2.49857 4.56066 7.57818
C -3.13408 3.94069 6.35555
C -3.25098 2.43871 6.48388
C -4.51949 4.54281 6.20758
O -2.41611 4.31859 5.13154
C -1.15903 3.85366 4.92648
C -0.79061 3.91198 3.44929
N 0.32498 4.83276 3.24205
C 0.69216 5.11151 2.02188
C 1.96579 5.85160 1.85394
C 2.50851 6.13812 0.58821
C 3.74934 6.76764 0.48940
C 4.42087 7.16527 1.65162
C 3.87338 6.90629 2.91768
C 2.64580 6.25528 3.01456
C -0.03958 4.62781 0.80591
C 0.62717 3.77284 -0.08354
C -0.10355 3.05658 -1.03201
C -1.47528 3.27550 -1.16070
C -2.13026 4.19263 -0.33329
C -1.41775 4.87611 0.64655
O -0.43050 3.41459 5.79056
H -2.42221 5.64645 7.45808
H -3.13830 4.36578 8.44421
H -1.51452 4.12863 7.77077
H -3.78579 2.02828 5.61870
H -2.25918 1.98091 6.55836
H -3.81601 2.20879 7.39408
H -5.03716 4.16559 5.32066
H -5.12794 4.27797 7.07894
H -4.47561 5.63528 6.14843
H -1.64099 4.37063 2.92311
H 1.95943 5.87181 -0.31346
H 4.17933 6.95136 -0.49880
H 5.37467 7.68638 1.56480
H 4.39413 7.21433 3.82659
H 2.18556 6.04845 3.98213
H 1.71196 3.65383 -0.00933
H 0.40998 2.34033 -1.67471
H -2.04135 2.75047 -1.93008
H -3.19543 4.39544 -0.45932
H -1.90965 5.63524 1.25954
*
```

HOMO energy in eV: -7.8254
HOMO-LUMO gap in Ha: 0.295
ΔE to the lowest compared entry with this formula, charge and spin in eV: 0.000
Total energy in eV: -43458.3729

=====

- Look up the ΔE to the lowest compared entry with this formula, charge and spin of the second one.
  0.637 eV

=====

- Which value of total energy does entry 2 give?
  -31507.4887 eV